Entry from the Open Molecules 2025 dataset: a 2-piece molecular cluster, C4H11NO overall (ωB97M-V/def2-TZVPD).

energy above the lowest of the compared OMol25 structures with the same formula, charge and spin	106.4	kJ/mol
total energy	-288.97649	hartree
multiplicity	1
largest force on an atom	1.34	eV/Å
LUMO energy	0.89	eV

CARTESIAN COORDINATES (ANGSTROEM)
N: 1.248 -0.582 0.898
C: 1.401 0.890 0.816
C: 0.100 1.408 0.205
C: -0.964 0.368 0.582
C: -0.165 -0.941 0.685
H: 1.530 -0.834 1.825
H: 1.582 1.326 1.801
H: 2.224 1.172 0.166
H: -0.145 2.352 0.609
H: 0.151 1.567 -0.872
H: -1.439 0.662 1.499
H: -1.727 0.380 -0.192
H: -0.499 -1.659 1.431
H: -0.242 -1.409 -0.285
H: -1.035 -1.680 -2.210
H: -1.720 -0.419 -1.973
O: -1.244 -0.863 -2.689

Charges in e, computed with Löwdin, in the same order as the atoms:
1 N -0.058
2 C -0.209
3 C -0.180
4 C -0.172
5 C -0.207
6 H 0.082
7 H 0.107
8 H 0.099
9 H 0.086
10 H 0.109
11 H 0.098
12 H 0.082
13 H 0.111
14 H 0.070
15 H 0.032
16 H 0.009
17 O -0.060

=====

Entry from the Open Molecules 2025 dataset: one molecule with the formula C4H11NO (ωB97M-V/def2-TZVPD).

energy above the lowest of the compared OMol25 structures with the same formula, charge and spin	246.7	kJ/mol
total energy	-288.92305	hartree
multiplicity	1
largest force on an atom	4.06	eV/Å
LUMO energy	1.01	eV

CARTESIAN COORDINATES (ANGSTROEM)
C: -0.149 -2.349 0.795
C: -0.669 -0.983 0.286
N: 0.279 -0.159 0.892
C: 0.841 0.818 -0.008
C: -0.229 1.927 -0.612
O: 0.039 1.948 -2.003
H: 0.880 -2.499 0.589
H: -0.114 -2.394 1.859
H: -0.691 -3.170 0.376
H: -0.495 -1.027 -0.804
H: -1.719 -0.917 0.613
H: 0.222 0.106 1.867
H: 1.810 1.269 0.261
H: 1.183 0.278 -0.924
H: -0.084 2.939 -0.124
H: -1.282 1.434 -0.651
H: 0.180 2.779 -2.409

Charges in e, computed with Löwdin, in the same order as the atoms:
1 C -0.109
2 C -0.298
3 N -0.134
4 C -0.194
5 C -0.208
6 O -0.109
7 H 0.058
8 H 0.057
9 H 0.056
10 H 0.127
11 H 0.114
12 H 0.125
13 H 0.107
14 H 0.107
15 H 0.117
16 H 0.127
17 H 0.057